# 1
C23H31N3O7S | ωB97M-V/def2-TZVPD

Summary:
M: 493.58 g mol⁻¹
Kohn-Sham gap: 8.14 eV
Relative energy (zero: lowest compared OMol25 entry of this formula, charge and spin): 475.8 kJ/mol
Spin multiplicity: 1
DFT total energy: -53990.5258 eV
Charge: 0
Highest occupied orbital energy: -0.3006 Eh

```
65
Properties=species:S:1:pos:R:3:forces:R:3:nbo_charge:R:1
C -8.483 2.389 3.125 0.17 0.13 0.15 -0.603
C -7.151 2.522 3.857 -0.13 -0.19 -0.10 -0.430
C -6.219 1.315 3.652 -0.13 0.15 0.58 -0.229
N -5.132 1.546 2.722 0.90 0.46 0.40 -0.688
C -5.444 1.791 1.331 -0.17 -0.06 -0.59 -0.222
C -5.806 0.505 0.587 0.25 0.09 0.18 -0.405
C -4.672 -0.511 0.624 -0.24 0.07 -0.03 -0.609
S -3.890 2.508 3.295 0.08 -0.29 -0.34 2.323
O -3.816 2.344 4.716 -0.08 -0.26 0.09 -0.937
O -3.958 3.842 2.761 0.05 -0.18 -0.19 -0.942
C -2.494 1.668 2.544 -0.32 0.33 0.08 -0.329
C -1.803 2.249 1.499 -0.11 0.22 0.05 -0.188
C -0.761 1.562 0.900 0.06 -0.24 0.11 -0.196
C -0.417 0.292 1.357 -0.35 0.15 0.11 -0.118
C 0.667 -0.525 0.747 0.41 0.01 -0.20 0.638
O 0.706 -1.745 0.805 -0.03 -0.15 0.05 -0.635
N 1.649 0.170 0.135 0.44 0.44 -0.38 -0.434
N 2.685 -0.507 -0.497 -0.41 -0.39 0.33 -0.446
C 3.472 0.187 -1.367 -0.41 0.06 0.40 0.653
O 3.310 1.390 -1.500 0.01 0.11 -0.09 -0.638
C 4.501 -0.597 -2.075 0.50 -0.23 -0.38 -0.144
C 5.082 -0.009 -3.196 -0.12 0.04 0.09 -0.268
C 6.045 -0.687 -3.917 0.10 -0.25 0.03 0.283
O 6.662 -0.208 -5.028 -0.02 -0.33 0.26 -0.476
C 6.319 1.082 -5.474 -0.07 0.23 -0.07 -0.252
C 6.461 -1.979 -3.520 0.05 0.11 -0.16 0.230
O 7.412 -2.509 -4.328 -0.28 0.37 0.25 -0.478
C 7.860 -3.837 -4.184 0.26 -0.50 -0.04 -0.238
C 5.891 -2.553 -2.371 0.08 -0.12 -0.10 0.297
O 6.338 -3.792 -1.986 0.07 0.40 -0.33 -0.519
C 5.772 -4.398 -0.850 -0.07 -0.10 0.17 -0.252
C 4.913 -1.860 -1.667 -0.11 0.16 0.01 -0.297
C -1.128 -0.281 2.411 0.06 0.04 -0.06 -0.177
C -2.165 0.409 3.009 0.11 -0.07 0.05 -0.128
H -9.026 1.517 3.486 -0.09 -0.08 -0.01 0.201
H -8.342 2.281 2.052 -0.03 -0.03 -0.14 0.197
H -9.098 3.269 3.300 -0.13 0.04 -0.04 0.214
H -7.349 2.639 4.923 0.06 0.05 0.02 0.213
H -6.624 3.420 3.527 -0.04 0.06 0.08 0.215
H -5.730 1.063 4.593 -0.24 -0.15 -0.01 0.238
H -6.783 0.444 3.309 0.08 -0.02 0.00 0.200
H -4.545 2.224 0.888 -0.16 0.02 -0.24 0.212
H -6.249 2.529 1.229 0.13 0.06 0.02 0.196
H -6.038 0.766 -0.447 -0.11 0.03 0.02 0.210
H -6.703 0.068 1.030 -0.12 0.01 -0.07 0.197
H -4.431 -0.764 1.652 0.07 -0.09 0.07 0.211
H -4.957 -1.418 0.097 0.05 -0.11 -0.03 0.214
H -3.778 -0.105 0.155 0.16 0.02 -0.05 0.203
H -2.091 3.237 1.172 0.00 0.10 -0.10 0.247
H -0.245 2.012 0.065 0.04 0.05 -0.08 0.219
H 1.705 1.171 -0.006 -0.08 -0.20 0.09 0.434
H 2.568 -1.511 -0.461 0.03 0.16 -0.09 0.429
H 4.749 0.978 -3.473 0.01 0.10 -0.07 0.245
H 6.937 1.260 -6.352 -0.07 0.03 0.06 0.202
H 5.263 1.144 -5.755 0.04 0.00 0.02 0.177
H 6.537 1.841 -4.716 -0.02 -0.03 -0.02 0.179
H 7.037 -4.552 -4.255 0.07 0.05 0.00 0.181
H 8.388 -3.988 -3.241 -0.05 0.00 -0.11 0.185
H 8.548 -3.991 -5.015 -0.05 -0.01 0.06 0.190
H 6.273 -5.361 -0.760 -0.07 0.05 0.05 0.203
H 5.955 -3.813 0.057 -0.03 -0.01 -0.04 0.179
H 4.697 -4.563 -0.970 0.03 0.03 0.01 0.178
H 4.501 -2.294 -0.773 0.00 -0.09 0.11 0.215
H -0.850 -1.272 2.738 0.00 -0.07 0.03 0.242
H -2.724 -0.005 3.833 -0.03 -0.17 0.10 0.232
```
Positions in Å, forces in eV/Å.


# 2
C7H8Cl3N2O2 | ωB97M-V/def2-TZVPD

Summary:
M: 258.51 g mol⁻¹
Kohn-Sham gap (spin up / spin down): 7.51 / 7.51 eV
Relative energy (zero: lowest compared OMol25 entry of this formula, charge and spin): 141.8 kJ/mol
Spin multiplicity: 1
DFT total energy: -52021.0167 eV
Charge: +1
Highest occupied orbital energy (spin up / spin down): -0.4540 / -0.4540 Eh

```
22
Properties=species:S:1:pos:R:3:forces:R:3:nbo_charge:R:1
C -1.485 1.767 -1.689 1.35 2.96 -2.30 -0.330
O -1.159 0.475 -1.206 -0.76 -0.88 -0.14 -0.440
C -1.210 0.495 0.088 0.17 -0.05 0.67 0.716
O -1.589 1.403 0.791 -0.13 0.16 0.38 -0.585
C -0.801 -0.745 0.798 1.38 -1.97 0.58 0.325
N -1.678 -0.775 2.086 0.91 0.00 1.68 -0.744
N 0.022 -1.673 0.674 -2.92 2.43 1.64 -0.327
C 1.110 -2.208 0.148 1.73 -2.31 -1.16 -0.056
C 2.257 -1.505 -0.156 -2.79 0.48 0.29 -0.059
Cl 3.750 -2.244 -0.337 0.42 -0.44 -0.23 0.147
C 2.212 0.002 -0.118 1.11 -0.90 -0.72 -0.157
Cl 3.398 0.618 0.959 -0.14 0.56 0.49 0.071
C 1.624 0.770 -1.041 -1.36 -1.84 -1.63 -0.248
Cl 1.687 2.445 -1.081 0.73 0.94 0.28 0.105
H -0.455 2.255 -1.769 -1.83 -0.25 -0.14 0.210
H -2.017 2.292 -0.899 -0.29 0.12 -0.72 0.234
H -1.966 1.872 -2.727 0.52 -1.12 1.78 0.238
H -1.201 -0.862 3.053 -0.25 -0.17 -2.18 0.462
H -2.346 -1.543 2.017 -0.22 0.22 0.05 0.448
H -2.092 0.170 2.124 -0.47 -0.19 -0.19 0.472
H 0.947 -3.349 0.205 1.36 1.77 -0.42 0.254
H 0.991 0.342 -1.922 1.47 0.49 1.98 0.263
```
Positions in Å, forces in eV/Å.


# 3
C4H12OS | ωB97M-V/def2-TZVPD

Summary:
M: 108.21 g mol⁻¹
Kohn-Sham gap: 9.29 eV
Relative energy (zero: lowest compared OMol25 entry of this formula, charge and spin): 56.2 kJ/mol
Spin multiplicity: 1
DFT total energy: -17224.9622 eV
Charge: 0
Highest occupied orbital energy: -0.3133 Eh

```
18
Properties=species:S:1:pos:R:3:forces:R:3:nbo_charge:R:1
C -1.947 -1.214 -1.388 0.75 0.60 -0.53 -0.621
C -1.710 -1.962 -0.099 -0.88 -0.49 0.15 -0.534
S -1.609 -0.798 1.303 0.05 -0.11 -0.12 0.181
C -0.412 0.497 0.835 0.40 0.67 1.05 -0.541
C 1.061 0.030 0.874 -0.46 -0.93 -0.65 -0.628
H -1.010 -0.671 -1.596 -0.48 0.04 -0.39 0.199
H -2.757 -0.477 -1.250 0.33 -0.29 -0.08 0.217
H -2.190 -1.844 -2.260 0.17 0.06 0.45 0.214
H -2.650 -2.522 0.070 0.57 0.04 0.46 0.223
H -0.879 -2.693 -0.112 -0.32 0.55 -0.12 0.212
H -0.735 1.086 -0.045 0.34 -0.46 0.40 0.220
H -0.502 1.147 1.726 -0.35 0.00 -0.51 0.227
H 1.274 -0.460 -0.091 0.27 0.01 0.41 0.199
H 1.089 -0.733 1.670 0.32 0.25 -0.35 0.218
H 1.851 0.775 1.072 -0.69 0.07 -0.15 0.213
O 3.377 3.401 -0.427 1.00 -0.39 0.60 -0.940
H 4.022 3.955 0.067 -0.67 -0.63 -0.53 0.471
H 3.726 2.484 -0.348 -0.33 1.00 -0.07 0.470
```
Positions in Å, forces in eV/Å.


# 4
C35H42AsBrN3O21P2S | ωB97M-V/def2-TZVPD

Summary:
M: 1089.56 g mol⁻¹
Kohn-Sham gap: 3.45 eV
Spin multiplicity: 1
DFT total energy: -244735.8727 eV
Charge: -1
Highest occupied orbital energy: -0.1393 Eh

```
106
Properties=species:S:1:pos:R:3:forces:R:3:mulliken_charge:R:1
N -4.027 7.824 -0.002 -0.59 0.47 -0.21 -0.453
C -3.620 8.662 -1.137 1.10 -0.09 0.04 -0.837
C -3.238 7.842 -2.405 -0.65 0.83 0.25 1.456
C -4.200 6.698 -2.750 -0.21 -0.30 0.00 -0.922
C -3.610 5.428 -3.449 -0.30 0.83 -0.65 -0.747
C -2.089 5.208 -3.418 -0.74 -0.48 -0.49 -1.492
As -1.258 4.138 -1.905 1.30 1.01 -0.41 -0.131
C -0.447 5.811 -1.026 -0.01 0.09 0.88 -0.133
C 0.830 5.551 -0.190 -0.50 0.27 -0.13 -0.510
C 1.943 4.772 -0.905 -0.03 0.18 0.36 -0.801
C 2.371 5.348 -2.251 -0.17 0.17 -0.09 -0.553
S 3.246 6.965 -2.103 -0.23 0.24 0.38 -0.229
C 1.876 8.073 -2.257 0.47 -1.05 -0.96 0.428
N 1.166 8.132 -3.344 0.00 0.72 1.00 -0.350
N 0.180 9.068 -3.061 -0.71 0.38 -0.20 -0.303
C 0.361 9.494 -1.866 0.78 -0.76 -0.11 0.079
O 1.452 8.895 -1.282 -0.33 0.23 0.01 -0.284
P -3.137 4.338 -0.443 -1.00 1.41 0.97 0.486
O -2.428 4.009 1.044 0.06 0.02 -0.60 -0.581
Br -4.665 2.686 -0.700 0.25 -0.48 0.06 -0.377
P -1.932 2.025 -2.892 1.42 -0.81 -1.11 0.954
O -0.814 1.627 -3.802 -0.04 0.13 -0.23 -0.817
O -3.266 2.070 -3.853 -0.41 -0.20 0.66 -0.506
O -2.023 0.798 -1.793 -0.59 0.36 -0.06 -0.517
H -3.737 8.221 0.884 0.08 0.07 -0.12 0.199
H -5.042 7.828 0.020 0.09 -0.42 0.17 0.211
H -4.314 9.484 -1.369 -0.13 -0.29 0.01 0.399
H -2.680 9.151 -0.832 -0.25 0.10 -0.09 0.161
H -3.277 8.579 -3.223 0.33 -0.23 0.01 0.367
H -2.189 7.574 -2.285 -0.24 -0.43 -0.07 -1.199
H -4.968 7.112 -3.422 0.13 -0.10 0.09 0.284
H -4.767 6.363 -1.874 0.42 0.15 0.11 0.361
H -4.200 4.559 -3.132 0.42 -0.04 0.13 0.046
H -3.876 5.529 -4.515 0.09 -0.06 0.17 0.640
H -1.542 6.145 -3.574 -0.02 -0.14 0.35 0.778
H -1.847 4.619 -4.316 0.07 -0.14 0.34 0.497
H -0.542 3.268 -0.768 -0.09 -0.30 0.37 0.014
H 0.037 4.019 -2.764 -0.15 -0.32 -0.12 0.125
H -1.220 6.209 -0.343 0.20 0.12 -0.14 0.623
H -0.242 6.616 -1.741 -0.20 -0.34 -0.21 -0.892
H 0.552 5.004 0.722 0.19 -0.01 -0.13 0.307
H 1.195 6.532 0.156 0.16 -0.25 -0.01 0.391
H 1.607 3.735 -1.027 0.12 0.14 -0.20 0.314
H 2.816 4.759 -0.236 -0.08 -0.13 -0.17 0.428
H 3.060 4.683 -2.782 0.03 0.17 0.18 0.451
H 1.538 5.527 -2.935 0.04 -0.09 0.16 0.162
H -0.205 10.199 -1.277 0.07 -0.02 -0.15 0.442
H -1.468 4.123 0.934 0.02 -0.48 0.01 0.388
H -2.941 2.081 -4.763 0.13 -0.21 0.11 0.318
H -2.047 1.166 -0.898 -0.24 -0.01 -0.06 0.327
C 0.616 -4.149 1.339 -0.08 -0.23 -0.02 -0.859
C 0.624 -2.888 1.795 0.37 -0.34 0.11 0.515
C 0.128 -1.747 0.955 -0.17 0.18 -0.48 1.221
O 0.147 -0.629 1.435 0.10 -0.16 0.31 -0.722
C -0.346 -2.037 -0.390 -0.02 0.21 -0.01 -1.223
C -0.350 -3.298 -0.842 -0.10 0.39 -0.16 0.316
C 0.123 -4.441 0.008 0.17 -0.14 0.44 0.960
O 0.081 -5.574 -0.449 -0.09 0.10 -0.35 -0.664
O -0.771 -3.618 -2.066 0.13 -0.31 0.22 -0.598
O 1.068 -2.575 3.001 1.53 1.03 -1.52 -0.642
H 0.970 -4.981 1.932 0.01 -0.01 -0.03 0.341
H -0.687 -1.203 -0.995 -0.02 -0.03 -0.03 0.696
H -0.671 -4.586 -2.136 -0.03 0.00 -0.03 0.334
H 0.965 -1.605 3.070 0.02 0.01 0.05 0.352
C -2.982 -4.732 6.659 0.15 -0.08 -0.01 -1.014
C -4.006 -3.896 6.447 0.00 -0.36 0.32 0.317
C -3.932 -2.798 5.424 0.28 0.28 -0.38 0.879
O -4.907 -2.087 5.270 -0.16 -0.18 0.26 -0.609
C -2.696 -2.640 4.673 -0.16 0.05 0.03 -0.827
C -1.669 -3.474 4.888 0.02 0.24 -0.28 -0.074
C -1.754 -4.588 5.892 -0.25 -0.21 0.32 1.058
O -0.794 -5.325 6.028 0.14 0.17 -0.19 -0.645
O -0.515 -3.367 4.226 -1.95 -0.96 1.66 -0.175
O -5.151 -3.982 7.122 0.02 0.28 -0.26 -0.575
H -3.026 -5.527 7.391 -0.03 0.00 0.00 0.422
H -2.648 -1.835 3.952 0.01 -0.02 -0.01 0.578
H 0.047 -4.088 4.569 0.16 0.06 -0.10 0.283
H -5.716 -3.265 6.774 -0.02 -0.01 0.00 0.366
C 2.655 -10.738 1.762 -0.03 -0.11 -0.12 -0.911
C 2.655 -9.477 2.212 0.16 -0.37 0.26 0.285
C 2.152 -8.341 1.368 -0.19 0.19 -0.56 0.917
O 2.162 -7.217 1.836 0.20 -0.09 0.41 -0.540
C 1.683 -8.635 0.025 0.01 0.17 -0.01 -0.911
C 1.687 -9.895 -0.428 -0.11 0.36 -0.16 0.462
C 2.164 -11.036 0.424 0.16 -0.14 0.38 0.884
O 2.127 -12.163 -0.037 -0.09 0.12 -0.23 -0.637
O 1.269 -10.216 -1.652 0.13 -0.31 0.23 -0.589
O 3.096 -9.151 3.425 -0.14 0.29 -0.22 -0.615
H 3.013 -11.565 2.359 0.00 0.02 0.02 0.428
H 1.340 -7.802 -0.575 -0.05 0.01 0.04 0.509
H 1.374 -11.184 -1.723 -0.03 0.00 -0.04 0.346
H 2.984 -8.183 3.497 0.01 0.00 0.04 0.356
C 6.488 -3.651 -1.294 0.05 -0.17 0.00 -1.004
C 5.619 -2.767 -0.782 0.38 0.14 -0.29 0.232
C 4.441 -3.208 0.039 -0.33 -0.46 0.20 1.016
O 3.698 -2.360 0.494 0.17 0.27 -0.13 -0.586
C 4.242 -4.637 0.249 -0.09 0.15 0.06 -0.560
C 5.108 -5.516 -0.266 -0.39 -0.09 0.24 0.064
C 6.301 -5.075 -1.064 0.25 0.34 -0.21 0.925
O 7.061 -5.927 -1.489 -0.18 -0.21 0.13 -0.646
O 4.972 -6.835 -0.106 0.31 0.09 -0.19 -0.478
O 5.745 -1.457 -0.966 -0.31 -0.15 0.26 -0.597
H 7.340 -3.348 -1.884 -0.01 0.03 0.01 0.432
H 3.380 -4.944 0.827 0.01 -0.04 -0.02 0.490
H 5.728 -7.236 -0.575 0.00 -0.02 0.00 0.340
H 4.993 -1.046 -0.496 0.00 0.06 -0.05 0.372
```
Positions in Å, forces in eV/Å.